Entry from OMol25: an isolated molecule of C10H13NO3 at a distorted geometry (ωB97M-V/def2-TZVPD).

Energy relative to the best compared isomer or geometry (same formula, charge and spin)   53.3 kcal per mole
Frontier orbital gap   8.83 eV
Multiplicity   1
HOMO level   -7.97 eV

Element x y z (Å)
1 C -1.575 3.358 -0.062
2 C -1.393 0.892 -0.037
3 C -0.026 0.819 0.304
4 C 0.652 -0.392 0.381
5 C 2.082 -0.453 0.731
6 C 2.932 -0.511 -0.559
7 C -0.062 -1.573 0.157
8 C -1.441 -1.500 0.006
9 C -3.556 -2.019 -0.001
10 C -2.115 -0.308 -0.059
11 H -1.159 3.538 0.943
12 H -0.863 3.474 -0.824
13 H -2.375 4.121 -0.228
14 H 0.532 1.718 0.433
15 H 2.385 0.445 1.342
16 H 2.379 -1.323 1.305
17 H 2.546 0.311 -1.264
18 H 2.661 -1.448 -1.113
19 H 4.683 0.274 0.118
20 H 4.857 -0.551 -1.228
21 H 0.368 -2.560 0.268
22 H -4.242 -2.413 -0.717
23 H -3.846 -2.182 1.040
24 N 4.379 -0.600 -0.297
25 O -2.121 2.059 -0.205
26 O -2.262 -2.595 -0.196
27 O -3.418 -0.580 -0.237

Entry from OMol25: an isolated molecule of C10H13NO3 at a distorted geometry (ωB97M-V/def2-TZVPD).

Energy relative to the best compared isomer or geometry (same formula, charge and spin)   190.7 kcal per mole
Frontier orbital gap (alpha / beta)   7.64 / 7.64 eV
Multiplicity   1
HOMO level (alpha / beta)   -8.14 / -8.14 eV

Element x y z (Å)
1 C 0.671 1.826 -1.101
2 C 0.374 1.350 -2.336
3 C 0.245 1.173 0.170
4 C -0.219 0.099 -2.671
5 C 0.552 -1.462 3.538
6 C 1.570 -0.971 2.495
7 C -0.591 0.131 0.270
8 C 0.175 -1.112 -2.266
9 C 0.140 -0.404 2.520
10 C -1.617 0.151 -3.276
11 N 1.454 -1.471 -1.629
12 O 2.263 -0.590 -1.466
13 O 1.685 -2.619 -1.361
14 O -0.775 -0.631 1.412
15 H 1.512 2.508 -0.864
16 H 0.627 2.012 -3.169
17 H 0.849 1.456 1.098
18 H 0.025 -2.388 3.390
19 H 0.672 -1.411 4.658
20 H 2.293 -0.304 2.896
21 H 1.770 -1.685 1.769
22 H -1.429 -0.120 -0.459
23 H -0.360 -1.998 -2.328
24 H 0.111 0.624 2.776
25 H -2.237 -0.009 -2.508
26 H -1.606 -0.520 -4.095
27 H -1.948 1.107 -3.616

Entry from OMol25: a structure of composition C10H13NPSTl at a distorted geometry (ωB97M-V/def2-TZVPD).

Frontier orbital gap (alpha / beta)   3.55 / 3.55 eV
Multiplicity   1
HOMO level (alpha / beta)   -5.04 / -5.04 eV

Element x y z (Å)
1 C 0.186 2.144 -3.033
2 C 1.570 1.932 -2.747
3 C 2.029 0.850 -3.559
4 C 0.936 0.394 -4.358
5 C -0.198 1.193 -4.048
6 Tl -1.716 -0.968 -0.335
7 P -2.199 1.940 0.773
8 H -0.474 2.880 -2.580
9 H 2.163 2.477 -2.013
10 H 3.029 0.408 -3.539
11 H -1.178 1.101 -4.512
12 H 0.964 -0.433 -5.060
13 H -3.404 2.385 0.131
14 H -1.433 3.131 0.556
15 H -2.631 2.224 2.113
16 S 1.019 -0.764 -0.025
17 C 0.739 -1.454 1.509
18 N 0.772 -0.609 2.607
19 C 0.176 -0.937 3.796
20 C -0.420 -2.177 3.939
21 C -0.318 -3.117 2.900
22 C 0.311 -2.776 1.709
23 H 1.140 0.331 2.460
24 H 0.195 -0.158 4.557
25 H -0.930 -2.420 4.869
26 H -0.727 -4.123 3.026
27 H 0.398 -3.455 0.862

Entry from OMol25: a structure of composition C10H13NPTb at a distorted geometry (ωB97M-V/def2-TZVPD).

Energy relative to the best compared isomer or geometry (same formula, charge and spin)   12.9 kcal per mole
Frontier orbital gap (alpha / beta)   4.38 / 3.57 eV
Multiplicity   7
HOMO level (alpha / beta)   -5.20 / -5.07 eV

Element x y z (Å)
1 C 0.517 0.714 -1.862
2 C -0.465 0.157 -2.671
3 C -1.751 0.654 -2.319
4 C -1.650 1.600 -1.261
5 C -0.328 1.751 -0.861
6 Tb 2.453 0.497 1.375
7 P 0.931 2.145 2.948
8 H 1.602 0.585 -1.882
9 H -0.277 -0.576 -3.456
10 H -2.681 0.359 -2.803
11 H 0.111 2.420 -0.114
12 H -2.498 2.131 -0.826
13 H -0.480 2.411 2.807
14 H 1.369 3.521 3.025
15 H 0.931 1.889 4.370
16 C -0.331 -2.472 -0.514
17 C -1.089 -1.688 0.357
18 C -0.456 -0.953 1.330
19 N 0.907 -0.933 1.399
20 C 1.676 -1.745 0.568
21 C 1.047 -2.520 -0.396
22 H -0.834 -3.037 -1.303
23 H -2.172 -1.610 0.259
24 H -0.950 -0.335 2.072
25 H 2.752 -1.850 0.826
26 H 1.667 -3.115 -1.069

Entry from OMol25: a cluster of 2 separate species, C10H13O2 in total at a distorted geometry (ωB97M-V/def2-TZVPD).

Energy relative to the best compared isomer or geometry (same formula, charge and spin)   56.0 kcal per mole
Frontier orbital gap (alpha / beta)   9.71 / 5.39 eV
Multiplicity   2
HOMO level (alpha / beta)   -9.00 / -9.00 eV

Element x y z (Å)
1 C 1.904 -0.884 -0.950
2 C 2.994 -1.070 -2.021
3 C 2.111 -1.955 0.165
4 O 1.168 -2.276 0.848
5 O 3.294 -2.259 0.420
6 H 1.937 0.002 -0.313
7 H 0.899 -0.885 -1.328
8 H 2.851 -1.996 -2.429
9 H 4.114 -0.990 -1.726
10 H 2.647 -0.220 -2.681
11 C 0.319 2.209 0.776
12 C -1.046 0.262 0.138
13 C -0.969 1.611 0.435
14 C -2.368 -0.148 -0.357
15 C -3.502 0.610 -0.166
16 C -2.169 2.341 0.631
17 C -3.401 1.815 0.564
18 H -0.108 -0.403 0.057
19 H -2.555 -1.116 -0.976
20 H 1.035 1.674 1.567
21 H 0.324 3.288 1.181
22 H -4.577 0.225 -0.325
23 H -2.098 3.402 0.722
24 H -4.252 2.276 1.012
25 H 0.838 2.267 -0.194

Entry from OMol25: an isolated molecule of C10H13P at a distorted geometry (ωB97M-V/def2-TZVPD).

Energy relative to the best compared isomer or geometry (same formula, charge and spin)   101.0 kcal per mole
Frontier orbital gap (alpha / beta)   6.68 / 7.10 eV
Multiplicity   1
HOMO level (alpha / beta)   -6.80 / -6.98 eV

Element x y z (Å)
1 C 1.339 0.489 2.238
2 C 1.436 1.590 1.562
3 C -0.547 0.939 -1.279
4 C -0.768 -0.348 -1.727
5 C -0.695 -1.507 -1.012
6 C -0.817 -2.786 -0.738
7 C 0.009 -0.078 2.570
8 C 0.195 2.285 1.130
9 C -0.909 -0.172 1.368
10 C -0.635 -0.590 -3.190
11 P -0.993 1.241 0.412
12 H 2.106 0.064 2.784
13 H 2.368 2.082 1.346
14 H -0.764 1.723 -1.973
15 H -0.127 -3.585 -0.367
16 H -1.741 -3.083 -1.195
17 H -0.100 -0.966 3.145
18 H -0.390 0.779 3.088
19 H -0.135 2.928 2.027
20 H 0.682 2.989 0.367
21 H -1.701 -0.890 1.115
22 H -0.898 0.340 -3.775
23 H -1.265 -1.399 -3.541
24 H 0.407 -1.039 -3.346

Entry from OMol25: a structure of composition C10H13S2 at a distorted geometry (ωB97M-V/def2-TZVPD).

Energy relative to the best compared isomer or geometry (same formula, charge and spin)   56.0 kcal per mole
Frontier orbital gap   7.71 eV
Multiplicity   1
HOMO level   -11.44 eV
Charge   +1

Element x y z (Å)
1 C -3.452 1.222 -0.432
2 C -2.931 0.217 -1.112
3 C -3.000 1.562 0.872
4 C -1.855 -0.438 -0.565
5 C -2.000 0.997 1.473
6 C -1.405 -0.099 0.724
7 C 0.427 -2.222 1.674
8 C 3.578 0.381 -1.505
9 C 3.307 -0.846 -0.648
10 C 1.253 0.632 -0.014
11 S 2.969 0.645 0.203
12 S 0.187 -0.599 1.563
13 H -4.337 1.691 -0.777
14 H -3.260 -0.088 -2.063
15 H -3.583 2.360 1.364
16 H -1.413 -1.311 -1.083
17 H -1.714 0.938 2.483
18 H 1.282 -2.309 2.331
19 H 0.107 -3.090 1.129
20 H 4.688 0.677 -1.623
21 H 2.876 0.692 -2.322
22 H 2.464 -1.404 -0.833
23 H 4.022 -1.532 -0.217
24 H 0.852 1.533 0.430
25 H 0.936 0.391 -1.051

Entry from OMol25: a structure of composition C10H14BBrN6Ru at a distorted geometry (ωB97M-V/def2-TZVPD).

Energy relative to the best compared isomer or geometry (same formula, charge and spin)   29.5 kcal per mole
Frontier orbital gap (alpha / beta)   4.71 / 3.24 eV
Multiplicity   5
HOMO level (alpha / beta)   -15.30 / -15.25 eV
Charge   +2

Element x y z (Å)
1 H 0.687 -3.154 0.303
2 N -0.892 -1.750 0.331
3 B -3.223 -0.599 0.405
4 N -2.237 -1.820 0.527
5 C -2.575 -3.115 0.745
6 Ru 0.000 0.000 0.000
7 H -3.617 -3.379 0.919
8 C -1.424 -3.901 0.690
9 H -1.347 -4.978 0.825
10 C -0.383 -2.996 0.426
11 H -4.301 -0.985 0.803
12 C 1.914 2.605 -2.186
13 H 2.951 2.913 -2.371
14 H 1.631 3.206 -1.219
15 H 1.215 3.012 -2.932
16 N -3.352 -0.121 -1.052
17 N -2.711 0.539 1.324
18 N -2.287 0.292 -1.791
19 N -1.419 0.945 1.314
20 C -4.494 -0.122 -1.801
21 C -3.420 1.287 2.208
22 H -5.448 -0.420 -1.365
23 H -4.483 1.102 2.355
24 C -4.164 0.305 -3.083
25 C -2.556 2.213 2.793
26 C -2.770 0.548 -3.013
27 C -1.306 1.953 2.200
28 H -4.832 0.432 -3.934
29 H -2.795 2.960 3.548
30 H -2.099 0.906 -3.797
31 H -0.338 2.424 2.373
32 H 1.836 1.502 -2.179
33 Br 2.541 0.404 0.166